# 1
{"formula": "C9H25CoIP2", "method": "wB97M-V/def2-TZVPD", "species": ["C", "C", "H", "H", "H", "H", "H", "H", "Co", "C", "H", "H", "H", "I", "C", "P", "C", "C", "C", "P", "C", "C", "H", "H", "H", "H", "H", "H", "H", "H", "H", "H", "H", "H", "H", "H", "H", "H"], "positions_angstrom": [[-1.18721, 0.59036, -2.69166], [-0.22158, -2.86427, 0.79304], [-1.69709, -0.36922, -2.51508], [-0.48260, 0.49636, -3.53169], [-1.95315, 1.34684, -2.94217], [-0.38344, -3.38760, 1.73888], [-1.15964, -2.99262, 0.22663], [0.58250, -3.37723, 0.25223], [-0.58772, -1.02001, -0.74673], [1.18534, -1.23182, -1.49802], [1.48714, -2.26269, -1.25047], [1.97854, -0.53038, -1.19182], [1.02746, -1.15821, -2.58928], [-3.05668, -1.35347, -0.46244], [-1.71564, 2.08433, -0.40646], [-0.30415, 1.20296, -1.14426], [0.57520, 2.48270, -2.17243], [0.99114, 1.54269, 0.25609], [1.31574, 0.45434, 1.25554], [0.20899, -1.10109, 1.34079], [1.40141, -1.76448, 2.59858], [-1.12028, -0.44353, 2.38035], [-1.47798, 2.36329, 0.62922], [-2.62839, 1.46537, -0.41254], [-1.87797, 2.98385, -1.02089], [0.40599, 3.45485, -1.68781], [1.64132, 2.22572, -2.21466], [0.17111, 2.51711, -3.19789], [1.92085, 1.86322, -0.24126], [0.59184, 2.43242, 0.77797], [2.34515, 0.08618, 1.09496], [1.27904, 0.86994, 2.27974], [1.61270, -0.99836, 3.34780], [0.95071, -2.63548, 3.09344], [2.32402, -2.06173, 2.05899], [-0.74913, -0.44024, 3.41363], [-1.36757, 0.58567, 2.08036], [-2.02598, -1.05578, 2.29933]], "lowdin_charge": [-0.29, -0.28, -0.08, 0.05, 0.07, 0.05, -0.07, 0.05, -0.16, -0.24, -0.01, 0.00, 0.00, 0.42, -0.25, 0.69, -0.22, -0.36, -0.37, 0.71, -0.23, -0.24, 0.04, -0.02, 0.05, 0.05, 0.05, 0.04, 0.06, 0.08, 0.08, 0.09, 0.05, 0.05, 0.07, 0.05, 0.04, 0.00], "homo_energy_ev": [-5.75, -7.88], "multiplicity": 4, "total_charge": 0, "s_squared": 3.7704, "e_tot_ev": -74039.432, "gap_ev": [6.091, 7.720], "e_above_lowest_kcal_mol": 8.4, "largest_force_ev_per_a": 2.2}

=====

# 2
{"formula": "C9H25INO4", "method": "wB97M-V/def2-TZVPD", "species": ["I", "O", "H", "H", "O", "H", "H", "O", "H", "H", "C", "C", "C", "C", "C", "C", "N", "O", "C", "C", "C", "H", "H", "H", "H", "H", "H", "H", "H", "H", "H", "H", "H", "H", "H", "H", "H", "H", "H", "H"], "positions_angstrom": [[-3.27061, 2.13832, -0.63159], [-2.33913, 3.16734, 2.68451], [-2.34682, 2.59037, 1.89475], [-2.02958, 2.60144, 3.39953], [-1.75247, 2.57626, -3.99399], [-1.07678, 1.89298, -4.05027], [-2.13369, 2.45742, -3.10306], [-5.26194, 3.89770, 1.77410], [-5.13018, 3.57448, 0.86475], [-4.40411, 3.74657, 2.19809], [1.68630, 1.44896, 0.95824], [1.75134, 0.07111, 0.28023], [2.27961, -0.93681, 1.29637], [2.03739, -2.39891, 1.01322], [0.54927, -2.54626, 0.72779], [-0.00741, -1.67922, -0.39910], [0.37130, -0.30301, -0.11970], [-0.06561, 0.56302, -1.14977], [0.44405, -2.27803, -1.73916], [-1.53985, -1.79967, -0.33853], [2.67345, 0.11669, -0.93622], [0.92916, 1.49162, 1.73670], [2.69524, 1.62165, 1.33767], [1.43554, 2.20300, 0.21203], [3.36848, -0.77035, 1.33042], [1.90471, -0.67477, 2.28925], [2.65985, -2.78092, 0.19942], [2.28284, -2.99807, 1.89271], [-0.02115, -2.20187, 1.60615], [0.25072, -3.59946, 0.69207], [1.48655, -2.03569, -1.97627], [-0.10357, -1.87515, -2.59939], [0.37298, -3.36268, -1.83123], [-1.96266, -1.11451, -1.07514], [-1.94205, -1.49063, 0.62922], [-1.84908, -2.83316, -0.49482], [3.10962, -0.84341, -1.21515], [2.29560, 0.59800, -1.83866], [3.53166, 0.76853, -0.70335], [-0.87896, 0.99711, -0.82182]], "lowdin_charge": [0.00, -0.12, -0.10, 0.03, -0.13, 0.01, -0.12, -0.15, -0.09, -0.02, -0.03, -0.51, -0.16, -0.18, -0.16, -0.53, -0.09, -0.08, -0.04, -0.04, -0.05, 0.08, 0.08, 0.09, 0.12, 0.12, 0.11, 0.11, 0.12, 0.12, 0.06, 0.08, 0.08, 0.06, 0.08, 0.08, 0.07, 0.08, 0.08, -0.06], "homo_energy_ev": -4.78, "multiplicity": 1, "total_charge": -1, "e_tot_ev": -27521.929, "gap_ev": 7.496, "e_above_lowest_kcal_mol": 0.0, "largest_force_ev_per_a": 1.7}